Arrangement a

C5H13N2O | the ωB97M-V functional and the def2-TZVPD basis

## Properties
SMILES: CNCC/[NH+]=C/OC
Kohn-Sham gap: 8.9 eV
Charge: +1

Geometry as XYZ:
```
21
Properties=species:S:1:pos:R:3:lowdin_charge:R:1
C -0.2557 -1.1106 2.2403 -0.1192
N 0.0680 -1.6917 0.9355 -0.1144
C -1.0668 -1.6867 0.0341 -0.1973
C -0.7837 -1.0424 -1.3529 -0.1475
N -0.6298 0.3297 -1.1732 0.0861
C 0.4333 1.0075 -1.1793 -0.1159
O 0.5021 2.0806 -0.4829 -0.0012
C 1.6635 2.9214 -0.3737 0.0068
H -0.8885 -1.8568 2.7414 0.0890
H 0.5772 -0.7643 2.8481 0.0792
H -0.9232 -0.2182 2.1649 0.0826
H 0.5742 -2.5859 0.9882 0.1302
H -1.8740 -1.0785 0.5371 0.1356
H -1.3752 -2.5866 -0.3979 0.0987
H 0.0563 -1.4469 -1.8042 0.1069
H -1.6548 -1.1181 -2.1617 0.1874
H -1.3712 0.7932 -0.7267 0.1665
H 1.2417 0.4905 -1.6061 0.1715
H 1.2865 3.6532 0.3314 0.1021
H 1.7392 3.3659 -1.4387 0.1346
H 2.6810 2.5448 -0.1236 0.1180
```

***

Arrangement b

C5H13N2O | the ωB97M-V functional and the def2-TZVPD basis

## Properties
Kohn-Sham gap: 8.6 eV
Charge: +1

Geometry as XYZ:
```
21
Properties=species:S:1:pos:R:3:lowdin_charge:R:1
C -0.7145 -1.6348 -2.1439 -0.0204
N -0.9524 -1.4229 -0.6985 0.0192
C -0.1693 -1.8773 0.2406 -0.1453
N -0.4871 -1.7777 1.5179 0.1945
H -0.3290 -0.7238 -2.6713 0.1082
H -1.6700 -2.0183 -2.5852 0.1126
H 0.0706 -2.4235 -2.2450 0.1041
H -1.7895 -0.8643 -0.4897 0.1743
H 0.6896 -2.4065 -0.1443 0.1652
H -0.9719 -0.8938 1.7456 0.1478
H 0.1985 -2.1126 2.1454 0.1182
C -0.6682 2.3804 0.9763 -0.1238
C 0.3547 1.8814 0.0016 -0.1745
C 1.5266 1.4004 0.5039 -0.1941
O 2.4242 0.6960 -0.3565 -0.0576
H -1.5790 1.7463 0.9989 0.0613
H -0.2794 2.4294 1.9975 0.0736
H -0.9730 3.4104 0.6583 0.0928
H 0.2592 1.8554 -1.0827 0.1063
H 1.7564 1.4504 1.6271 0.1402
H 3.3034 0.9056 0.0039 0.0973
```

***

Arrangement c

C5H13N2O | the ωB97M-V functional and the def2-TZVPD basis

## Properties
SMILES: N[C@@H](C=O)CCC[NH3+]
Kohn-Sham gap: 9.8 eV
Charge: +1

Geometry as XYZ:
```
21
Properties=species:S:1:pos:R:3:lowdin_charge:R:1
N 1.2601 -1.1913 -0.3670 0.0258
C 1.2697 0.0407 0.4885 -0.3639
C 2.5994 0.6985 0.2691 -0.1912
O 2.9331 0.8533 -0.9058 0.0459
C 0.2783 1.1149 0.1134 -0.1646
C -1.0881 0.7992 0.7344 -0.1762
C -1.9163 -0.4688 0.3094 -0.1633
N -1.7157 -0.8292 -1.1076 0.1461
H 1.8378 -1.9845 -0.0415 0.0922
H 1.9256 -1.0356 -1.2720 0.1545
H 1.0795 -0.1481 1.5619 0.1520
H 3.2755 0.9182 1.0911 0.1350
H 0.0333 1.1325 -0.9439 0.1089
H 0.6294 2.1277 0.4600 0.1574
H -0.9194 0.7318 1.8177 0.1238
H -1.7319 1.6035 0.5938 0.0877
H -2.9899 -0.1885 0.5614 0.1473
H -1.7488 -1.3414 1.0097 0.1470
H -2.4954 -1.4671 -1.4732 0.2015
H -1.7026 0.0223 -1.7284 0.1859
H -0.8134 -1.3879 -1.1709 0.1482
```

***

Most stable: arrangement b. Least stable: arrangement a.

***

Arrangement a

CH4INO2S | the ωB97M-V functional and the def2-TZVPD basis

## Properties
SMILES: CNS(=O)(=O)I
Kohn-Sham gap: 8.9 eV
Charge: 0

Geometry as XYZ:
```
10
Properties=species:S:1:pos:R:3:lowdin_charge:R:1
C -0.9920 0.7358 -0.6620 -0.2464
N -0.5015 -0.5115 -0.4983 -0.1431
S 1.0230 -0.3693 0.7786 0.2303
O 2.1746 -0.6992 0.0606 -0.3746
O 0.9150 0.8477 1.4835 -0.3755
I 0.6907 -2.1573 2.4123 0.5633
H -1.6663 1.0651 0.0662 0.0704
H -0.1667 1.5078 -0.9352 0.1217
H -1.5527 0.6070 -1.5829 0.0969
H 0.0761 -1.0260 -1.1228 0.0572
```

***

Arrangement b

CH4INO2S | the ωB97M-V functional and the def2-TZVPD basis

## Properties
Kohn-Sham gap (alpha / beta): 6.1 / 7.2 eV
Charge: 0

Geometry as XYZ:
```
10
Properties=species:S:1:pos:R:3:lowdin_charge:R:1
C -2.9965 0.1645 1.1090 -0.4885
N 1.8546 0.1935 -1.4739 -0.1917
O 2.1298 0.4927 0.9448 -0.4677
O 0.4410 -1.0964 -0.0228 -0.8385
S 1.8952 -0.5743 -0.0137 0.6369
I -1.6595 -0.1919 -0.3849 1.3253
H -3.5484 -0.4688 1.7757 -0.0300
H -2.6641 0.9871 1.7137 -0.0538
H 2.7266 0.8747 -1.4181 0.1179
H 1.8213 -0.3813 -2.2298 -0.0100
```

***

Most stable: arrangement a. Least stable: arrangement b.

***

Arrangement a

C12H16O2 | the ωB97M-V functional and the def2-TZVPD basis

## Properties
SMILES: CC/C=C(/C)C(O)(O)c1ccccc1
Kohn-Sham gap: 9.7 eV
Charge: 0

Geometry as XYZ:
```
30
Properties=species:S:1:pos:R:3:lowdin_charge:R:1
C 3.8849 -0.5478 0.2758 -0.0773
C 2.7796 -0.2976 -0.8557 -0.1921
C 1.8427 0.6061 -0.1664 -0.1111
C 0.5454 0.5764 0.1355 -0.1582
C -0.3195 1.6669 0.6566 -0.0489
C -0.3431 -0.7371 -0.1345 -0.4789
O -0.0037 -1.2147 -1.3931 0.0011
O 0.1439 -1.6978 0.7565 0.0242
C -1.9008 -0.4736 -0.0182 -0.1678
C -2.4443 0.0350 -1.2468 -0.0320
C -3.7530 0.4893 -1.2459 -0.0722
C -4.5575 0.2366 -0.0723 -0.0665
C -4.0257 -0.5577 0.9490 -0.0806
C -2.6546 -0.7792 1.0340 -0.0661
H 3.6218 -1.3130 1.0726 0.0863
H 4.6955 -1.1032 -0.1219 0.0401
H 4.2779 0.2722 0.8144 0.0525
H 3.1860 0.1631 -1.7581 0.1128
H 2.2055 -1.0644 -1.3468 0.0838
H 2.2236 1.5968 0.1435 0.1251
H -0.9867 2.2080 -0.0341 0.1064
H -0.9472 1.3618 1.4926 0.0905
H 0.1873 2.3479 1.2096 0.0377
H 0.3565 -2.0967 -1.2666 0.1103
H 1.1128 -1.7298 0.8970 0.1133
H -1.7457 0.2091 -2.1509 0.1497
H -4.0157 0.9642 -2.1606 0.0860
H -5.6197 0.5612 -0.0982 0.1043
H -4.5688 -0.7860 1.8679 0.1032
H -2.1065 -1.2980 1.8128 0.1246
```

***

Arrangement b

C12H16O2 | the ωB97M-V functional and the def2-TZVPD basis

## Properties
Kohn-Sham gap (alpha / beta): 6.5 / 6.6 eV
Charge: 0

Geometry as XYZ:
```
30
Properties=species:S:1:pos:R:3:lowdin_charge:R:1
C -3.4327 -1.0058 -0.3403 -0.1125
C -3.0634 0.2907 -0.8278 -0.0632
C -2.5981 -1.6157 0.5195 -0.1040
C -1.8412 0.8688 -0.4557 -0.0405
C -1.2887 -1.1216 0.7979 -0.0157
C -0.9371 0.2036 0.3539 -0.2225
C 1.3680 -0.1811 1.4211 -0.0706
C 0.3077 0.6638 0.7950 -0.1947
C 1.9683 -0.5612 0.0612 -0.3057
C 1.1323 2.8013 -0.7261 -0.0893
C 1.4160 -2.8247 -0.5632 -0.0332
C 0.6538 2.1585 0.5447 -0.2092
O 2.7695 0.4203 -0.4066 0.0875
O 1.5007 -1.3960 -0.8507 -0.0624
H -4.4021 -1.2409 -0.5972 0.0678
H -3.4774 0.6379 -1.7453 0.0877
H -2.9135 -2.5001 1.0390 0.0932
H -1.6723 1.8704 -0.8616 0.1096
H -0.7880 -1.5471 1.6186 0.0796
H 2.1011 0.4466 1.8887 0.1149
H 1.2096 -0.9753 2.0689 0.0850
H 1.0398 2.0343 -1.5308 0.0928
H 2.1878 3.0781 -0.5984 0.0778
H 0.6802 3.6879 -0.9280 0.0326
H 0.8152 -3.3501 -1.4125 0.1206
H 0.9156 -3.0080 0.4089 0.0841
H 2.4619 -3.3006 -0.6412 0.1075
H -0.2850 2.4929 0.9485 0.1026
H 1.3005 2.3953 1.3354 0.0841
H 2.8713 0.5776 -1.3159 0.0960
```

***

Most stable: arrangement a. Least stable: arrangement b.

***

Arrangement a

C3H2OS | the ωB97M-V functional and the def2-TZVPD basis

## Properties
SMILES: C#CC(=O)S
Kohn-Sham gap: 10.3 eV
Charge: 0

Geometry as XYZ:
```
7
Properties=species:S:1:pos:R:3:lowdin_charge:R:1
C 0.6779 2.1059 -0.7778 0.1156
C 0.1081 1.0301 -0.8285 -0.1308
C -0.2554 -0.2832 -0.3584 -0.9251
O -0.6143 -1.2006 -1.0599 -0.0060
S 0.0460 -0.5459 1.2819 0.8933
H 1.1677 3.0910 -1.2474 0.1104
H -0.1726 -1.8685 1.0050 -0.0574
```

***

Arrangement b

C3H2OS | the ωB97M-V functional and the def2-TZVPD basis

## Properties
SMILES: C#CC(O)=S
Kohn-Sham gap: 8.0 eV
Charge: 0

Geometry as XYZ:
```
7
Properties=species:S:1:pos:R:3:lowdin_charge:R:1
C 1.7677 0.4417 -1.6783 0.1100
C 0.9207 0.3906 -0.7780 -0.1820
C 0.0520 0.1953 0.3599 -0.8077
O 0.8388 -0.7644 1.0143 -0.1052
S -1.6422 0.0028 0.2883 0.6712
H 2.8930 0.5496 -2.1150 0.1156
H 0.2287 -0.6446 1.9670 0.1981
```

***

Most stable: arrangement a. Least stable: arrangement b.

***

Arrangement a

C3H8S2 | the ωB97M-V functional and the def2-TZVPD basis

## Properties
SMILES: CSCSC
Kohn-Sham gap: 9.6 eV
Charge: 0

Geometry as XYZ:
```
13
Properties=species:S:1:pos:R:3:lowdin_charge:R:1
C 2.0801 1.0450 -0.8581 -0.4077
S 0.8047 -0.1964 -1.2242 0.7265
C -0.3778 0.5530 -0.0671 -0.9006
S -2.0619 0.0208 0.1386 0.7577
C -1.8378 -1.6357 0.8184 -0.4190
H 2.1228 1.0210 0.1564 -0.0240
H 3.0843 0.8743 -1.2074 0.0376
H 1.7050 2.0302 -1.2508 0.0607
H -0.4374 1.5817 -0.3591 0.0111
H 0.1973 0.6257 0.9105 0.0592
H -2.7010 -2.2120 1.0316 0.0163
H -1.2955 -2.2241 0.1003 0.0163
H -1.2827 -1.4834 1.8110 0.0660
```

***

Arrangement b

C3H8S2 | the ωB97M-V functional and the def2-TZVPD basis

## Properties
SMILES: C=CC.SS
Kohn-Sham gap: 9.9 eV
Charge: 0

Geometry as XYZ:
```
13
Properties=species:S:1:pos:R:3:lowdin_charge:R:1
C -3.4924 0.7809 -3.4425 -0.0207
C -2.6704 0.0649 -2.6736 -0.2574
C -1.4561 -0.6714 -3.1320 -0.1226
H -4.4223 1.0684 -2.9602 0.0478
H -3.4306 0.8619 -4.5184 0.0532
H -2.7557 0.1901 -1.5992 0.0867
H -1.7398 -1.1789 -4.0504 0.0730
H -0.5626 -0.0423 -3.1648 0.0754
H -1.1473 -1.4053 -2.3791 0.0655
S 2.2890 0.0407 1.3546 0.1706
S 1.2899 -0.0638 3.0636 0.1957
H 2.0001 -1.0802 0.5745 -0.1662
H 0.0403 0.3715 2.8458 -0.2010
```

***

Arrangement c

C3H8S2 | the ωB97M-V functional and the def2-TZVPD basis

## Properties
SMILES: CSCSC
Kohn-Sham gap: 9.3 eV
Charge: 0

Geometry as XYZ:
```
13
Properties=species:S:1:pos:R:3:lowdin_charge:R:1
C -0.7580 1.7300 -0.4444 -0.3719
S 0.7627 1.8797 0.6686 0.6832
C 1.2882 0.1235 0.7396 -0.8235
S -0.0182 -0.9487 1.4808 0.7387
C -0.4150 -1.7374 -0.0899 -0.4554
H -0.4415 1.3829 -1.4028 0.0154
H -1.3976 0.9799 0.0217 0.0012
H -1.3657 2.5983 -0.5625 0.0224
H 2.2877 -0.0030 1.2883 0.0595
H 1.4785 -0.1107 -0.3424 0.0388
H 0.4306 -2.2851 -0.5607 0.0518
H -1.0764 -2.5581 0.0605 0.0150
H -0.7754 -1.0512 -0.8567 0.0249
```

***

Arrangement d

C3H8S2 | the ωB97M-V functional and the def2-TZVPD basis

## Properties
Kohn-Sham gap: 6.9 eV
Charge: 0

Geometry as XYZ:
```
13
Properties=species:S:1:pos:R:3:lowdin_charge:R:1
C 1.0915 -0.0612 0.0161 -0.2692
C 0.7996 0.7710 -1.2455 -0.1495
C -0.2021 -0.8432 0.4302 -0.5872
S -1.7579 -0.8677 -0.5945 0.5779
S -2.9130 0.2673 1.5746 0.3135
H 1.4791 0.4643 0.8849 0.0977
H 1.7579 -0.8699 -0.2740 0.0915
H -0.1830 1.2216 -1.2050 0.0369
H 1.5498 1.5224 -1.4884 0.0677
H 0.9319 0.0496 -2.0410 0.0676
H -0.5762 -0.6203 1.4064 -0.0259
H -0.0687 -1.9023 0.2908 0.0276
H -1.9090 0.8685 2.2453 -0.2484
```

***

Most stable: arrangement c. Least stable: arrangement d.

***

Arrangement a

C3H10O4 | the ωB97M-V functional and the def2-TZVPD basis

## Properties
SMILES: CCC(=O)O.O.O
Kohn-Sham gap: 10.7 eV
Charge: 0

Geometry as XYZ:
```
17
Properties=species:S:1:pos:R:3:lowdin_charge:R:1
C 0.7802 0.6653 -2.3313 -0.0685
C -0.6226 0.3386 -1.6234 -0.1509
C -0.5472 -0.8845 -0.8316 -0.5031
O 0.0385 -1.9328 -0.8903 0.0829
O -1.2847 -0.7411 0.4108 -0.0540
H 0.3921 0.7380 -3.4403 0.0986
H 1.5533 -0.0752 -2.3517 0.0384
H 1.3737 1.6047 -1.8980 0.1116
H -1.1243 1.1122 -0.9055 0.1542
H -1.3928 0.2201 -2.3387 0.0961
H -1.1457 -1.5821 1.0994 0.1934
O 1.0926 -0.1113 2.5130 -0.0935
H 1.3216 -1.0065 2.9771 0.1221
H 1.2043 -0.4509 1.6077 0.0438
O 0.0828 2.1119 1.6628 -0.0431
H 0.6800 1.4640 1.9400 -0.0665
H 0.0419 2.6457 2.4578 0.0384
```

***

Arrangement b

C3H10O4 | the ωB97M-V functional and the def2-TZVPD basis

## Properties
SMILES: CCC(=O)O.O.O
Kohn-Sham gap: 10.4 eV
Charge: 0

Geometry as XYZ:
```
17
Properties=species:S:1:pos:R:3:lowdin_charge:R:1
C -0.7826 -0.4817 1.2003 -0.0895
C 0.6258 -0.2106 0.5808 -0.1612
C 0.6681 0.1947 -0.9207 -0.4664
O 1.1582 -0.6185 -1.7260 0.0700
O 0.2859 1.4557 -1.0047 0.0676
H -1.1595 0.5174 1.4149 0.0503
H -1.4492 -1.0283 0.5219 0.0768
H -0.6746 -1.0236 2.1807 0.0887
H 1.3216 -1.0912 0.7439 0.0963
H 1.0281 0.5755 1.2399 0.1127
H -0.7239 1.3947 -1.0389 0.1060
O -2.1597 2.3818 -0.7718 0.0246
H -2.1729 2.6268 0.1131 0.0303
H -1.8845 3.1647 -1.1898 0.0478
O 2.2994 -2.5884 -0.2559 -0.0836
H 1.6674 -3.2828 -0.1311 0.0246
H 1.9523 -1.9864 -0.9568 0.0051
```

***

Most stable: arrangement b. Least stable: arrangement a.

***

Arrangement a

C2H2ClIO2 | the ωB97M-V functional and the def2-TZVPD basis

## Properties
Kohn-Sham gap: 8.9 eV
Charge: 0

Geometry as XYZ:
```
8
Properties=species:S:1:pos:R:3:lowdin_charge:R:1
C -0.1242 0.3972 -1.3523 -1.0683
C 0.2947 -0.5185 1.2576 -0.5186
O 0.9837 0.8722 -1.3473 0.0117
O -0.7558 -0.1433 -0.4138 -0.1584
Cl -1.1521 0.3275 -2.7955 0.6630
I -0.3617 0.7107 2.6717 0.9931
H 1.0463 0.0376 0.7638 -0.0356
H 0.0691 -1.6834 1.2158 0.1131
```

***

Arrangement b

C2H2ClIO2 | the ωB97M-V functional and the def2-TZVPD basis

## Properties
Kohn-Sham gap: 9.4 eV
Charge: 0

Geometry as XYZ:
```
8
Properties=species:S:1:pos:R:3:lowdin_charge:R:1
C -0.8470 0.8376 -0.5706 -1.0458
C 0.6869 -0.8840 0.6498 -0.3835
O -0.5891 0.4502 -1.6660 -0.0378
O -0.5291 0.4856 0.5848 -0.1502
Cl -1.8779 2.2630 -0.1251 0.6388
I 2.0424 -0.6743 -0.9643 0.9316
H 0.1060 -1.6310 0.3494 -0.0421
H 1.0079 -0.8470 1.7419 0.0890
```

***

Most stable: arrangement b. Least stable: arrangement a.

***

Arrangement a

C4H7N | the ωB97M-V functional and the def2-TZVPD basis

## Properties
Kohn-Sham gap: 10.1 eV
Charge: 0

Geometry as XYZ:
```
12
Properties=species:S:1:pos:R:3:lowdin_charge:R:1
C 1.5371 0.9940 0.3028 -0.0485
C -0.2644 -1.0035 0.9930 -0.0693
C -0.8431 -0.3008 -0.0031 -0.2983
C -0.3835 -0.4323 -1.4221 -0.1322
N 1.2840 2.0351 0.7373 0.0674
H 0.6578 -1.5324 0.8781 0.0418
H -0.5906 -1.1811 1.9766 0.0329
H -1.8513 0.0544 0.2904 0.1004
H 0.5069 -0.9917 -1.2855 0.0472
H -0.3412 0.5269 -1.8329 0.0456
H -1.1478 -1.1294 -1.8516 0.0971
H 1.4361 2.9606 1.2173 0.1160
```

***

Arrangement b

C4H7N | the ωB97M-V functional and the def2-TZVPD basis

## Properties
Kohn-Sham gap: 9.6 eV
Charge: 0

Geometry as XYZ:
```
12
Properties=species:S:1:pos:R:3:lowdin_charge:R:1
C 0.3148 0.9149 0.1719 -0.1476
C 0.8885 -0.8336 1.2494 -0.1039
C -0.5545 0.4681 -0.7681 -0.2778
C -1.3738 0.6201 -1.7823 -0.0290
N 1.6460 -0.8740 2.1648 0.1148
H 2.0444 -1.5502 2.7928 0.0755
H -0.0572 1.4127 1.0605 0.0790
H 1.3363 1.1521 -0.1043 0.0790
H -0.6092 -1.1410 -0.4736 0.0540
H -0.1794 -1.5667 0.1359 0.0545
H -1.9079 -0.2067 -2.2362 0.0464
H -1.5481 1.6042 -2.2109 0.0550
```

***

Most stable: arrangement a. Least stable: arrangement b.